C3H3O3 | ωB97M-V/def2-TZVPD

## Properties
Frontier orbital gap ... 0.2784 Ha
Largest force on an atom ... 8.0 eV Å⁻¹
HOMO ... -0.5454 Ha
Electronic energy ... -341.404159 Eh
ΔE to the lowest compared entry with this formula, charge and spin ... 274.19 kJ/mol
Charge ... +1
E_LUMO ... -7.27 eV

Last column: Mulliken charge in e.
Positions of all 9 atoms, in Å:
C 0.56 -1.74 -0.96  0.732
C 0.50 0.00 0.39  -0.399
C -0.74 0.45 0.49  0.129
O 0.92 -1.65 -2.02  0.002
O -1.18 1.68 0.41  -0.375
O 0.31 -1.33 0.21  -0.142
H 1.48 0.50 0.11  0.367
H -1.50 -0.14 1.02  0.340
H -0.35 2.22 0.35  0.347